[1]
A molecular structure, C46H55FeNO3P. Source: OMol25; level of theory: wB97M-V/def2-TZVPD.

Geometry as XYZ:
```
107
Properties=species:S:1:pos:R:3:forces:R:3:mulliken_spin:R:1
Fe -0.0970 0.5707 -0.6114 1.13 2.35 0.18 2.5631
C -1.0669 -4.3046 -3.8780 0.12 0.23 -0.15 -0.0008
C -0.5010 -3.1808 -4.7546 -0.10 -0.18 -0.11 -0.0041
C 0.6433 -3.7497 -5.6074 -0.12 0.12 0.15 0.0063
C -1.6197 -2.6683 -5.6750 0.11 -0.03 0.13 0.0046
C 0.0227 -2.0200 -3.9241 -0.11 -0.59 1.08 0.0339
C 0.1360 -2.0916 -2.5524 -0.29 -0.25 -0.76 0.0379
C 0.6396 -1.0094 -1.8164 0.59 -0.28 -0.76 -0.0346
N 0.9539 -1.0999 -0.4997 0.13 0.46 0.42 0.4583
C 0.1964 -1.7181 0.4436 0.21 -1.10 0.25 0.0965
C 0.7015 -2.7680 1.2048 -0.06 -0.14 0.13 -0.0463
C -0.0943 -3.4133 2.1404 0.82 -0.02 -0.41 0.0739
C -1.3761 -2.9048 2.3633 -0.83 0.86 -0.39 0.0199
C -1.9158 -1.8185 1.6905 -0.40 -0.54 0.54 -0.0208
C -1.1522 -1.2329 0.6535 -0.10 -0.62 0.39 0.2007
O -1.5729 -0.2852 -0.1182 -1.09 -0.83 0.57 0.2297
C -3.3068 -1.3175 2.0732 -0.21 -0.01 0.06 0.0386
C -3.6494 0.0579 1.4961 -0.09 -0.05 -0.06 -0.0039
C -3.4001 -1.2148 3.6044 -0.01 -0.06 -0.19 -0.0015
C -4.3463 -2.3287 1.5671 0.14 0.13 0.06 0.0067
C 0.3651 -4.6335 2.9191 0.12 -0.14 0.12 0.0208
C 0.3002 -4.3128 4.4208 0.00 0.03 -0.14 0.0243
C 1.8015 -5.0431 2.5860 -0.26 0.11 0.02 0.0007
C -0.5652 -5.8186 2.6137 0.05 0.18 -0.04 0.0200
C 0.9489 0.2460 -2.4785 -0.01 -0.85 -0.08 0.1733
O 1.2339 1.2322 -1.6739 0.39 0.87 -0.09 0.0615
C 0.7959 0.3206 -3.8848 -0.28 -0.20 -0.84 -0.0310
C 0.3971 -0.8214 -4.5560 0.39 0.99 0.25 0.0866
C 0.9265 1.6604 -4.5942 0.04 0.15 -0.06 0.0009
C -0.3433 2.4492 -4.2283 0.13 -0.09 0.00 -0.0061
C 2.1692 2.4352 -4.1447 -0.07 -0.05 0.08 -0.0015
C 0.9957 1.5160 -6.1172 -0.08 -0.02 0.28 -0.0015
H -1.4789 -5.0908 -4.5071 -0.02 -0.03 -0.07 -0.0002
H -1.8639 -3.9336 -3.2364 -0.08 -0.01 0.10 0.0005
H -0.2892 -4.7522 -3.2635 0.05 -0.07 0.11 -0.0001
H 0.2734 -4.5674 -6.2223 -0.03 -0.06 -0.08 0.0007
H 1.4385 -4.1312 -4.9709 0.12 -0.04 0.03 -0.0011
H 1.0593 -2.9891 -6.2636 0.08 0.06 -0.10 -0.0008
H -2.0591 -3.4960 -6.2256 -0.04 -0.11 -0.05 0.0018
H -1.2431 -1.9547 -6.4023 -0.01 0.09 -0.10 -0.0007
H -2.4024 -2.1872 -5.0911 -0.11 0.04 0.01 -0.0001
H -0.1038 -2.9828 -1.9954 -0.05 -0.16 -0.02 -0.0040
H 1.7089 -3.0884 0.9923 0.07 -0.04 0.00 0.0027
H -1.9842 -3.3942 3.1034 -0.14 -0.01 0.17 0.0017
H -2.8963 0.7993 1.7544 0.01 0.13 0.00 0.0019
H -4.6066 0.3839 1.8978 -0.07 0.00 0.11 -0.0004
H -3.7343 0.0261 0.4149 -0.07 0.07 0.01 0.0005
H -2.5680 -0.6371 3.9987 0.09 0.08 0.10 0.0016
H -3.3942 -2.1940 4.0729 0.02 -0.10 0.14 0.0000
H -4.3276 -0.7200 3.8832 -0.09 0.02 0.03 -0.0007
H -4.3180 -2.3898 0.4813 -0.03 -0.05 -0.12 -0.0006
H -5.3419 -2.0117 1.8698 -0.12 0.01 0.01 -0.0003
H -4.1581 -3.3181 1.9766 -0.02 -0.14 0.03 0.0000
H 0.9346 -3.4603 4.6538 0.07 0.09 0.08 -0.0013
H 0.6505 -5.1694 4.9919 0.02 -0.08 0.06 0.0030
H -0.7121 -4.0845 4.7426 -0.11 0.02 0.08 -0.0031
H 2.4985 -4.2480 2.8376 0.16 0.07 -0.01 -0.0001
H 1.9130 -5.2994 1.5359 0.05 -0.03 -0.15 0.0001
H 2.0650 -5.9204 3.1720 0.04 -0.06 0.04 -0.0001
H -1.5935 -5.6050 2.8922 -0.14 0.00 0.03 -0.0014
H -0.2395 -6.6914 3.1745 0.03 -0.08 0.07 0.0022
H -0.5441 -6.0674 1.5551 0.00 -0.03 -0.13 -0.0020
H 0.3285 -0.7818 -5.6279 -0.02 0.07 -0.17 0.0048
H -0.4141 2.5915 -3.1498 -0.02 0.09 0.04 0.0098
H -1.2291 1.9156 -4.5687 -0.10 -0.01 -0.02 0.0027
H -0.3229 3.4236 -4.7081 -0.02 0.18 -0.04 -0.0004
H 2.1701 2.5969 -3.0727 0.09 0.07 0.01 0.0029
H 2.1880 3.4036 -4.6379 0.02 0.11 -0.11 0.0002
H 3.0741 1.8975 -4.4170 0.15 -0.06 -0.03 -0.0001
H 0.0757 1.1084 -6.5267 -0.10 -0.08 -0.12 -0.0003
H 1.8326 0.8879 -6.4103 0.10 -0.12 -0.09 0.0004
H 1.1437 2.4966 -6.5604 0.01 0.12 -0.04 -0.0001
O -0.2163 1.9435 0.8338 -0.36 -0.81 -0.63 -0.0202
P 0.5737 2.9737 1.6010 0.45 0.56 0.31 -0.0234
C 2.3609 2.7597 1.3973 -0.50 0.16 0.07 0.0003
C 3.2257 3.8206 1.6433 -0.07 0.02 -0.02 0.0007
C 4.5920 3.6182 1.5790 0.08 0.07 0.07 0.0003
C 5.0935 2.3666 1.2571 -0.05 -0.01 -0.05 -0.0005
C 4.2307 1.3168 0.9840 0.03 -0.06 0.05 -0.0108
C 2.8634 1.5077 1.0689 -0.23 -0.04 0.03 0.0035
C 0.2109 2.8139 3.3704 0.04 0.14 -0.51 -0.0016
C 0.8133 3.6541 4.3006 -0.02 0.00 -0.02 -0.0001
C 0.4932 3.5331 5.6409 0.06 0.08 0.05 0.0001
C -0.4203 2.5759 6.0560 0.00 -0.03 -0.07 0.0001
C -1.0033 1.7247 5.1310 0.00 -0.02 0.08 0.0007
C -0.6854 1.8396 3.7889 -0.02 -0.01 -0.20 -0.0182
C 0.1584 4.6330 1.0061 0.24 -0.50 0.37 0.0044
C -0.4555 5.6006 1.7888 0.03 -0.11 0.06 -0.0004
C -0.7370 6.8398 1.2385 -0.02 0.08 0.03 0.0000
C -0.4090 7.1059 -0.0807 -0.05 -0.04 0.04 0.0000
C 0.1953 6.1331 -0.8645 0.04 -0.02 -0.07 -0.0005
C 0.4809 4.8947 -0.3220 0.04 -0.07 0.00 -0.0002
H 2.8260 4.7982 1.8760 0.04 0.11 0.00 0.0000
H 5.2678 4.4347 1.7847 0.05 0.07 -0.01 0.0000
H 6.1599 2.2105 1.2150 0.12 -0.01 -0.03 0.0001
H 4.6233 0.3482 0.7147 0.03 -0.09 -0.01 -0.0008
H 2.1752 0.6948 0.8734 0.18 -0.09 -0.01 0.0245
H 1.5269 4.3985 3.9784 0.08 0.09 0.02 0.0001
H 0.9541 4.1888 6.3638 0.04 0.05 0.06 0.0000
H -0.6733 2.4914 7.1016 -0.02 -0.01 0.10 0.0000
H -1.7078 0.9763 5.4605 -0.06 -0.08 0.01 0.0000
H -1.1231 1.1851 3.0479 -0.10 -0.05 0.02 0.0172
H -0.7092 5.3852 2.8172 -0.04 0.03 0.06 0.0000
H -1.2076 7.5995 1.8432 -0.06 0.07 0.04 0.0000
H -0.6325 8.0732 -0.5026 0.00 0.11 -0.05 0.0000
H 0.4508 6.3486 -1.8910 0.01 -0.01 -0.09 0.0000
H 0.9544 4.1150 -0.9064 0.06 0.06 -0.16 -0.0012
```
Forces are in eV/Å.

Properties
Total energy   -99898.819 eV
HOMO (alpha / beta)   -0.3788 / -0.4122 Eh
Orbital gap (alpha / beta)   7.096 / 6.371 eV
M   756.8 g/mol
2S+1   5
Charge   +1

---

[2]
A single C6H7N5O molecule. Source: OMol25; level of theory: wB97M-V/def2-TZVPD.

Geometry as XYZ:
```
19
Properties=species:S:1:pos:R:3:forces:R:3:lowdin_charge:R:1
C -1.2364 2.3285 -1.1311 -0.95 0.74 -0.63 -0.0834
C 0.2577 2.0338 -1.0208 -0.34 1.50 1.13 -0.1851
O 0.5625 1.1425 0.0952 -0.04 0.89 -0.56 0.0360
C 0.2561 -0.1133 -0.0604 0.04 1.10 0.06 -0.3729
N -0.2010 -0.6071 -1.1745 -0.89 -0.19 0.16 0.1668
C -0.5196 -1.9145 -1.1289 1.53 -1.76 0.64 -0.1500
N -0.1229 -2.7791 -0.1910 -1.42 0.65 -0.26 0.1477
C 0.3266 -2.2121 0.9424 0.94 0.25 1.16 -0.3487
N 0.7928 -2.7220 2.0835 0.13 -0.53 -0.43 0.1261
C 1.2286 -1.6478 2.7801 -0.33 0.69 -0.19 -0.1961
N 1.0388 -0.4569 2.2234 -0.12 -0.62 -0.32 0.1258
N 0.4487 -0.8374 1.0500 0.13 -0.49 -0.35 0.0223
H -1.7350 2.6156 -0.1985 0.51 -0.14 0.15 0.0755
H -1.7899 1.4510 -1.5130 0.37 0.47 0.03 0.0680
H -1.4512 3.2203 -1.8116 0.59 -1.28 0.60 0.1005
H 0.8428 2.9666 -0.7816 -0.56 -1.10 -0.30 0.1404
H 0.5815 1.5838 -1.9270 0.55 -0.31 -0.70 0.0974
H -1.0065 -2.3896 -1.9842 0.15 0.51 0.08 0.1177
H 1.7262 -1.6624 3.7479 -0.29 -0.38 -0.25 0.1118
```
Forces are in eV/Å.

Properties
Relative energy (zero: lowest compared OMol25 entry of this formula, charge and spin)   25.3 kJ/mol
Total energy   -15832.907 eV
HOMO   -0.3485 Eh
Orbital gap   9.792 eV
M   165.2 g/mol
2S+1   1
Charge   0

---

[3]
A molecular structure, C33H36AsBrN2PTi. Source: OMol25; level of theory: wB97M-V/def2-TZVPD.

Geometry as XYZ:
```
75
Properties=species:S:1:pos:R:3:forces:R:3:mulliken_spin:R:1
Ti 0.4378 -0.9408 -0.3092 -0.02 0.17 -0.11 0.9920
C 0.7792 -1.5034 -2.5526 0.05 0.04 0.16 0.0122
C -0.2590 -2.3268 -2.0499 0.00 0.06 -0.07 0.0219
C 0.3113 -3.1945 -1.0944 -0.07 -0.01 0.01 -0.0295
C 1.6750 -2.8837 -0.9745 -0.06 -0.02 0.03 -0.0057
C 1.9662 -1.8285 -1.8673 -0.06 0.03 0.09 -0.0131
H 0.6980 -0.7659 -3.3293 0.00 0.00 -0.04 0.0023
H -1.2919 -2.3185 -2.3592 -0.01 -0.04 -0.05 -0.0108
H -0.2024 -3.9759 -0.5614 0.01 -0.03 -0.03 0.0016
H 2.3757 -3.3772 -0.3246 0.00 -0.03 -0.02 0.0028
H 2.9323 -1.3698 -2.0151 0.02 -0.02 -0.01 0.0010
Br 6.7167 -4.8860 1.8375 -0.04 0.03 0.00 -0.0002
C 5.3345 -3.6299 1.6225 0.06 -0.07 0.02 -0.0018
C 4.1075 -3.8460 2.2373 -0.03 -0.02 0.02 0.0064
C 3.0851 -2.9290 2.0656 -0.07 0.04 0.01 -0.0077
C 3.2965 -1.7930 1.2963 0.12 -0.11 0.05 0.0008
C 4.5254 -1.5715 0.6962 -0.03 0.08 -0.06 -0.0078
C 5.5475 -2.4969 0.8550 0.04 0.04 -0.04 0.0027
N 2.2180 -0.8547 1.1351 -0.09 -0.03 -0.15 -0.0038
C 2.4021 0.2848 1.6730 0.18 -0.03 0.23 0.0224
C 1.3203 1.2572 1.7002 -0.15 0.15 0.06 0.0092
C 1.4398 2.4470 2.3874 0.02 0.04 0.05 0.0107
C 0.3118 3.2462 2.5365 0.00 0.06 0.02 -0.0020
C -0.8867 2.7980 2.0174 -0.02 0.05 0.02 0.0097
C -0.9107 1.6006 1.3170 0.03 -0.10 -0.04 -0.0044
N 0.1724 0.8501 1.1271 -0.02 -0.17 -0.13 -0.0464
H 3.9573 -4.7278 2.8450 -0.01 0.01 0.00 0.0001
H 2.1230 -3.0891 2.5372 -0.01 -0.01 0.01 -0.0029
H 4.6848 -0.6858 0.0914 0.01 -0.01 0.01 0.0008
H 6.5076 -2.3367 0.3836 -0.02 0.01 0.00 0.0000
H 3.3143 0.5113 2.2242 0.04 0.00 -0.09 0.0006
H 2.3911 2.7323 2.8172 -0.01 -0.01 0.00 -0.0003
H 0.3694 4.1857 3.0705 0.00 -0.02 -0.01 -0.0003
H -1.8028 3.3607 2.1377 0.02 -0.01 0.00 -0.0001
H -1.8348 1.2375 0.8913 0.01 -0.02 0.02 0.0107
C -1.2054 -1.2641 3.2412 0.01 0.03 -0.03 0.0041
As -1.2913 -2.0752 1.4758 0.04 0.12 0.03 -0.0070
C -3.1719 -1.8948 1.0370 0.03 0.01 0.00 0.0220
C -1.1914 -3.9447 1.9859 0.06 -0.02 -0.01 0.0034
H -1.7845 -1.8578 3.9455 -0.02 -0.03 0.00 -0.0009
H -1.6138 -0.2562 3.2128 0.00 0.02 0.00 0.0009
H -0.1696 -1.2195 3.5759 0.00 0.00 0.01 -0.0014
H -3.7825 -2.2358 1.8707 0.01 -0.02 0.04 -0.0007
H -3.3981 -2.4984 0.1591 0.00 0.00 -0.02 0.0016
H -3.4044 -0.8542 0.8171 -0.01 0.00 0.01 -0.0082
H -1.9591 -4.1371 2.7330 -0.02 0.02 0.02 -0.0009
H -0.2156 -4.1523 2.4223 0.02 -0.03 -0.02 -0.0016
H -1.3549 -4.6109 1.1420 -0.01 0.03 -0.02 -0.0005
C -1.4237 0.5757 -3.6281 0.03 -0.03 0.00 -0.0025
P -1.0712 0.9517 -1.8666 -0.05 -0.16 0.11 0.0373
C -0.0474 2.4434 -2.0028 0.03 -0.05 0.00 -0.0159
C -0.4895 3.6025 -2.6429 0.02 0.02 0.02 -0.0003
C 0.3709 4.6765 -2.8126 -0.03 -0.02 0.00 -0.0006
C 1.6831 4.6004 -2.3614 0.00 0.02 -0.01 0.0005
C 2.1423 3.4438 -1.7493 0.01 -0.02 0.02 0.0012
C 1.2768 2.3736 -1.5729 -0.02 0.05 -0.04 -0.0018
C -2.7420 1.4642 -1.3289 0.04 0.04 0.01 -0.0093
C -3.7693 0.5310 -1.4783 -0.01 0.01 -0.01 0.0039
C -5.0663 0.8403 -1.0963 0.01 0.00 -0.01 0.0017
C -5.3520 2.0862 -0.5546 0.00 -0.02 0.01 0.0007
C -4.3372 3.0197 -0.3992 0.02 0.01 0.00 0.0005
C -3.0381 2.7128 -0.7824 -0.03 -0.01 -0.05 0.0050
H -2.1161 1.3226 -4.0137 -0.01 0.00 0.01 -0.0006
H -1.8729 -0.4099 -3.7466 -0.01 0.01 -0.01 0.0006
H -0.5095 0.6252 -4.2170 0.00 0.00 0.00 0.0002
H -1.5042 3.6667 -3.0163 -0.01 0.01 0.01 0.0001
H 0.0207 5.5715 -3.3096 0.00 -0.01 0.01 0.0000
H 2.3516 5.4395 -2.5032 -0.01 -0.02 0.00 0.0000
H 3.1720 3.3731 -1.4227 -0.01 0.00 0.00 0.0002
H 1.6562 1.4596 -1.1219 0.03 -0.02 0.02 -0.0039
H -3.5655 -0.4448 -1.9065 0.00 0.00 -0.01 0.0018
H -5.8548 0.1114 -1.2298 0.00 0.01 0.00 -0.0001
H -6.3645 2.3311 -0.2626 0.01 0.00 -0.01 -0.0001
H -4.5594 3.9973 0.0088 0.00 -0.01 0.00 0.0001
H -2.2595 3.4556 -0.6654 0.02 0.01 0.00 -0.0003
```
Forces are in eV/Å.

Properties
Relative energy (zero: lowest compared OMol25 entry of this formula, charge and spin)   52.4 kJ/mol
Total energy   -201058.878 eV
HOMO (alpha / beta)   -0.5014 / -0.5019 Eh
Orbital gap (alpha / beta)   6.916 / 6.876 eV
M   694.3 g/mol
2S+1   2
Charge   +2